[1]
Molecular formula: C25H40AuGeN3O8Se
Method: DFT, wB97M-V/def2-TZVPD

```
! wB97M-V def2-TZVPD RIJCOSX def2/J DEFGRID3
* xyz 1 4
Au -0.13626 -1.08852 -0.48985
C -3.83927 0.04523 1.64726
C -2.32332 0.07211 1.84158
C -1.75340 1.40359 1.36060
C -1.97793 -0.13583 3.32090
O -1.73218 -0.98395 1.07913
Ge -2.36477 -2.72358 0.58421
O -1.99866 -2.02644 -1.28547
C -2.63761 -2.02210 -2.55110
C -3.86359 -2.93642 -2.44518
C -1.69620 -2.54764 -3.63899
C -3.07907 -0.60290 -2.92355
O -0.43785 -3.01545 0.53665
C 0.31778 -4.20937 0.30246
C -0.25652 -5.31112 1.19418
C 1.77247 -3.93021 0.66915
C 0.22677 -4.61471 -1.16853
H -4.31260 0.85062 2.20775
H -4.24949 -0.90644 1.99266
H -4.08004 0.16184 0.58910
H -2.10565 2.21060 2.00534
H -2.05090 1.60048 0.32997
H -0.66166 1.37298 1.39291
H -2.58577 0.51683 3.94751
H -0.92674 0.09161 3.49907
H -2.16410 -1.17318 3.60110
H -3.55824 -3.92963 -2.10809
H -4.34676 -3.02469 -3.41637
H -4.57617 -2.52510 -1.72630
H -1.42508 -3.58480 -3.43718
H -0.78932 -1.94685 -3.67423
H -2.18674 -2.48424 -4.60945
H -3.66681 -0.16850 -2.11153
H -3.68451 -0.63566 -3.82889
H -2.21190 0.02868 -3.11666
H -0.22654 -5.00528 2.24139
H 0.32380 -6.22541 1.07763
H -1.29384 -5.51678 0.92158
H 1.84141 -3.58996 1.70397
H 2.17680 -3.15591 0.01611
H 2.36556 -4.83629 0.55237
H -0.80869 -4.84929 -1.42247
H 0.84619 -5.48940 -1.36397
H 0.56843 -3.79194 -1.79929
C -1.11231 5.20849 0.92429
C 0.31929 4.87052 0.71364
C 0.70121 3.82375 -0.14902
C 2.01295 3.48424 -0.32115
C 3.01770 4.19843 0.38830
N 4.32302 3.87603 0.30185
C 4.89776 2.88387 -0.54970
O 5.80341 3.19218 -1.27175
N 4.34659 1.63966 -0.49574
C 3.48841 1.04436 0.43216
C 3.35020 1.39529 1.77589
C 2.41462 0.73509 2.56002
C 1.59053 -0.21106 1.98185
N 1.75009 -0.55764 0.70514
C 2.70986 -0.01458 -0.02290
C 2.64423 5.28724 1.22553
C 1.32946 5.60328 1.38575
H -1.76428 4.58067 0.32225
H -1.30100 6.25587 0.67657
H -1.37402 5.08837 1.97894
H -0.05473 3.27758 -0.69904
H 2.27483 2.70055 -1.02458
H 4.98619 4.60149 0.55595
H 4.46305 1.13138 -1.36602
H 3.98528 2.14500 2.22341
H 2.30423 0.98191 3.60660
H 0.80931 -0.72618 2.52416
H 2.85813 -0.40475 -1.01706
H 3.41258 5.84790 1.74400
H 1.05147 6.42372 2.03433
O 0.02866 0.70202 -3.93433
Se 0.88609 0.50948 -2.62354
O 2.29154 1.27010 -2.61241
O 0.02629 0.92314 -1.22829
O 1.09835 -1.13438 -2.24255
*
```

* energy relative to the best compared isomer or geometry (same formula, charge and spin): 0.6019 eV
* HOMO level (alpha / beta): -11.7 / -11.6 eV
* lowest unoccupied orbital energy (alpha / beta): -0.1167 / -0.2424 hartree
* frontier orbital gap (alpha / beta): 8.56 / 4.99 eV

Atom charges from the Mulliken analysis, given in e for atoms 1 to 8: 3.463, -1.885, 1.627, -1.722, -1.692, 0.157, -0.429, -0.532

---

[2]
Molecular formula: C25H40BrN2O8P2V
Method: DFT, wB97M-V/def2-TZVPD

```
! wB97M-V def2-TZVPD RIJCOSX def2/J DEFGRID3
* xyz 3 2
V -0.83215 -1.20074 0.51094
C 2.04392 -2.11053 -3.53149
C 1.62220 -0.69598 -3.23314
C 1.93849 0.29889 -4.31858
O 2.39143 -0.27129 -2.00790
P 1.81599 0.25283 -0.68891
O 0.96717 -0.79407 0.07807
C 0.69564 1.64938 -0.99731
P -0.53173 1.91105 0.29736
O -1.30724 0.56789 0.46719
O 0.29064 2.24359 1.54978
C -0.20113 2.21818 2.98080
C -0.41294 3.63959 3.42763
C 0.85404 1.46567 3.74982
O -1.59794 2.92270 -0.09131
C -1.57475 4.31588 -0.70217
C -0.45021 5.12639 -0.11347
C -1.53353 4.16276 -2.19938
O 2.95055 0.67649 0.23431
C 4.31345 1.23373 -0.17059
C 5.28733 0.08770 -0.13927
C 4.60289 2.34123 0.80566
H 1.50119 -2.46459 -4.40833
H 1.82837 -2.78032 -2.69930
H 3.11051 -2.15124 -3.74973
H 0.56208 -0.65937 -2.95821
H 3.00392 0.28513 -4.54636
H 1.65168 1.31499 -4.04447
H 1.39296 0.02674 -5.22234
H 0.14258 1.48193 -1.92688
H 1.29836 2.55317 -1.12011
H -1.14046 1.66206 2.96278
H 0.50740 4.21586 3.33342
H -0.70356 3.63744 4.47872
H -1.20920 4.12646 2.86597
H 1.79545 2.01497 3.75471
H 1.03209 0.47596 3.32480
H 0.52651 1.34782 4.78331
H -2.54160 4.69069 -0.37766
H 0.52932 4.72400 -0.38446
H -0.52016 5.20177 0.96955
H -0.50742 6.13560 -0.52224
H -0.55233 3.83394 -2.54854
H -1.72632 5.13712 -2.64954
H -2.30307 3.47763 -2.55125
H 4.18688 1.61797 -1.18393
H 5.35099 -0.33296 0.86413
H 6.27406 0.46032 -0.41574
H 5.01300 -0.69574 -0.84454
H 4.67848 1.94931 1.81974
H 3.83694 3.11611 0.77686
H 5.55730 2.79846 0.54472
Br -1.39172 -4.63525 -4.71789
C -2.79833 -4.44847 -3.48913
C -4.00852 -5.10617 -3.70439
C -5.05316 -4.97337 -2.79840
C -4.90725 -4.18687 -1.67197
C -3.68340 -3.53288 -1.46840
C -2.62448 -3.66054 -2.37256
C -3.59831 -2.74623 -0.27649
O -4.20972 -2.42925 0.64521
O -2.02322 -2.04481 -0.19175
H -4.13061 -5.72501 -4.58356
H -5.98558 -5.49082 -2.97601
H -5.71313 -4.07808 -0.95915
H -1.68445 -3.16061 -2.20515
N -2.53625 -0.74537 3.23593
C -1.55129 -1.66580 3.36880
C -1.28907 -2.29836 4.59566
C -0.31305 -3.25351 4.66986
C 0.43391 -3.60253 3.52567
C 0.17749 -2.93590 2.37498
N -0.77516 -1.94507 2.29222
H -3.14535 -0.61801 4.03116
H -3.00989 -0.64537 2.34988
H -1.89296 -2.04821 5.45743
H -0.12677 -3.75845 5.60897
H 1.19156 -4.37104 3.55843
H 0.74060 -3.13657 1.46750
*
```

* energy relative to the best compared isomer or geometry (same formula, charge and spin): 0.5300 eV
* HOMO level (alpha / beta): -16.3 / -16.3 eV
* lowest unoccupied orbital energy (alpha / beta): -0.3724 / -0.3518 hartree
* frontier orbital gap (alpha / beta): 6.21 / 6.77 eV

Atom charges from the Mulliken analysis, given in e for atoms 1 to 8: 1.401, -1.454, 0.776, -1.374, -0.144, -0.043, -0.791, -0.389

---

[3]
Molecular formula: C25H40BrN6O5P2S2
Method: DFT, wB97M-V/def2-TZVPD

```
! wB97M-V def2-TZVPD RIJCOSX def2/J DEFGRID3
* xyz 1 1
C -2.01979 2.43315 2.95952
C -3.29552 1.85692 2.28544
C -2.98758 1.04700 0.97494
O -1.65277 0.51758 1.13234
C -1.17737 -0.03809 -0.08308
N -0.53465 1.05077 -0.89646
P -1.52880 1.15262 -2.44354
N -1.34401 -0.06419 -3.42790
C 0.94003 0.92526 -1.12899
Br 1.45114 1.72046 -2.90626
C 1.71217 1.86634 -0.11386
S 1.33469 3.66518 -0.38827
C 2.73145 4.47562 -1.27817
C 2.08086 5.54446 -2.25890
C 1.49191 -0.56932 -1.14780
O 1.88061 -0.91952 -2.45045
S 3.00301 -0.81299 -0.10168
O 0.55316 -1.58412 -0.79274
C -0.30725 -1.26324 0.27025
O 0.31318 -1.15971 1.51983
P -1.56428 -2.71446 0.40667
N -1.43002 -3.74372 -0.98338
O -1.10548 -3.61625 1.79633
H -2.35213 2.95226 3.88022
H -1.54064 3.21226 2.33759
H -1.30489 1.66664 3.29399
H -3.80948 1.17084 2.97450
H -3.92635 2.71294 1.99007
H -3.73109 0.25529 0.78610
H -3.00854 1.78865 0.14727
H -2.08260 -0.41950 -0.60197
H -0.78817 1.92455 -0.39986
H -2.89189 1.13956 -2.00072
H -1.31468 2.44729 -2.98551
H -0.64232 -0.71386 -3.06876
H 1.53132 1.56936 0.93297
H 2.80137 1.82370 -0.29384
H 3.36621 3.76205 -1.82804
H 3.30104 5.05811 -0.53901
H 2.07212 5.20475 -3.30520
H 1.01307 5.65508 -1.97679
H 2.52279 6.54357 -2.12720
H 2.81359 -1.13662 -2.41270
H 3.04787 -2.15661 0.21233
H -0.33249 -1.23716 2.22890
H -2.19516 -4.40979 -0.87699
H -0.59200 -4.32428 -0.89710
H -0.14210 -3.65705 1.86747
N -1.75269 6.02268 -3.68947
C -2.08847 6.69197 -2.57780
C -2.32066 8.05646 -2.53686
C -2.19773 8.77810 -3.71312
C -1.85331 8.11008 -4.87682
C -1.64541 6.74205 -4.81186
H -2.17209 6.08454 -1.68262
H -2.59150 8.54153 -1.60886
H -2.37019 9.84699 -3.72313
H -1.74875 8.63852 -5.81442
H -1.37742 6.17786 -5.69795
N 4.37504 -3.05295 2.33222
C 5.52862 -3.47080 2.86410
C 5.76340 -3.55756 4.22632
C 4.74805 -3.18772 5.09340
C 3.54318 -2.74921 4.56783
C 3.40824 -2.70185 3.19078
H 6.29418 -3.74729 2.14852
H 6.71689 -3.90586 4.59853
H 4.89363 -3.24061 6.16504
H 2.72730 -2.45107 5.21233
H 2.48218 -2.36740 2.73249
N -1.17044 -6.94735 -0.04560
C -1.68608 -6.75306 1.17470
C -2.15488 -7.77254 1.98667
C -2.09361 -9.07171 1.50830
C -1.56797 -9.29837 0.24563
C -1.12153 -8.20979 -0.48514
H -1.71520 -5.71798 1.49473
H -2.55853 -7.55505 2.96621
H -2.45139 -9.89723 2.11098
H -1.50446 -10.29785 -0.16210
H -0.69794 -8.33931 -1.47461
*
```

* HOMO level: -11.4 eV
* lowest unoccupied orbital energy: -0.1086 hartree
* frontier orbital gap: 8.47 eV

Atom charges from the Mulliken analysis, given in e for atoms 1 to 8: -0.985, -0.489, -0.390, -0.288, -1.527, 0.426, 0.376, -0.684

---

no.,DFT total energy (eV)
1,-172968.4202
2,-160224.6439
3,-156032.4126